Entry 1:
The following is a DFT calculation (ωB97M-V/def2-TZVPD) of a cluster of 8 separate species, C10H41B2O11 in total.

Geometry (Å):
O: 1.15 -9.30 10.15
H: 1.80 -8.86 10.81
H: 0.69 -10.13 10.55
H: 0.50 -8.61 9.92
B: 3.28 -7.79 11.56
H: 4.35 -7.91 11.96
H: 3.21 -7.93 10.42
H: 2.51 -8.56 11.93
H: 2.98 -6.70 11.79
B: 0.68 -11.90 11.00
H: 0.40 -12.85 11.59
H: -0.30 -11.29 10.83
H: 1.44 -11.29 11.63
H: 1.21 -12.13 9.99
C: 4.95 -10.15 7.16
C: 4.19 -10.59 8.45
O: 3.00 -11.30 8.08
O: 6.34 -10.08 7.13
H: 4.56 -9.22 6.73
H: 4.76 -10.89 6.37
H: 3.82 -9.74 9.03
H: 4.81 -11.18 9.13
H: 2.69 -11.69 8.90
H: 6.64 -9.62 7.92
C: 5.55 -8.49 14.52
C: 5.81 -8.82 16.00
O: 6.12 -10.18 16.35
O: 4.17 -8.74 14.26
H: 6.16 -9.16 13.90
H: 5.81 -7.43 14.52
H: 4.96 -8.57 16.64
H: 6.61 -8.14 16.33
H: 5.95 -10.20 17.30
H: 4.11 -8.44 13.32
C: 3.90 -4.69 9.41
C: 3.33 -3.27 9.46
O: 2.94 -2.92 10.78
O: 4.45 -5.20 10.61
H: 4.67 -4.75 8.63
H: 3.20 -5.40 8.95
H: 2.52 -3.24 8.73
H: 4.14 -2.56 9.26
H: 3.28 -3.55 11.44
H: 3.93 -6.02 10.78
C: 7.24 -8.27 10.50
C: 7.26 -6.90 11.12
O: 7.24 -5.88 10.12
O: 6.09 -8.30 9.65
H: 7.11 -9.13 11.16
H: 8.07 -8.48 9.82
H: 8.15 -6.72 11.73
H: 6.37 -6.85 11.75
H: 6.33 -5.85 9.80
H: 5.27 -8.24 10.15
C: 1.92 -4.45 14.13
C: 0.74 -4.86 13.21
O: 0.76 -6.29 13.22
O: 3.16 -4.50 13.44
H: 1.87 -5.04 15.05
H: 1.95 -3.43 14.53
H: 0.84 -4.39 12.23
H: -0.17 -4.51 13.69
H: 1.54 -6.61 12.74
H: 3.28 -5.34 12.97

Its total charge is -1. As for the orbital gap: 9.44 eV.


Entry 2:
The following is a DFT calculation (ωB97M-V/def2-TZVPD) of a structure of composition C10H41LiN14O11.

Geometry (Å):
Li: -3.22 -0.03 2.37
C: 0.51 0.91 0.90
C: -0.96 1.19 0.73
C: -1.11 1.78 -0.65
O: -1.80 0.07 1.00
H: 0.84 0.29 0.06
H: 0.85 0.40 1.82
H: 1.06 1.85 0.97
H: -1.17 1.87 1.56
H: -0.92 1.07 -1.45
H: -0.49 2.67 -0.78
H: -2.14 2.14 -0.71
C: 0.95 -1.76 -3.39
O: 0.99 -2.67 -2.57
N: 0.30 -0.61 -3.18
N: 1.81 -1.74 -4.46
H: 0.13 -0.05 -4.00
H: -0.32 -0.62 -2.39
H: 2.47 -2.44 -4.74
H: 1.69 -0.91 -5.02
C: -1.74 0.44 4.69
O: -2.88 0.50 4.21
N: -0.65 0.13 3.98
N: -1.52 0.43 6.02
H: -0.70 -0.18 3.01
H: 0.24 0.04 4.43
H: -2.27 0.84 6.55
H: -0.76 0.12 6.58
C: -0.21 4.05 -4.65
O: -1.43 3.95 -4.74
N: 0.50 4.08 -3.48
N: 0.60 4.39 -5.72
H: 1.50 4.03 -3.55
H: -0.09 4.06 -2.67
H: 1.51 4.60 -5.37
H: 0.25 4.66 -6.62
C: 3.69 -2.98 -0.09
O: 4.68 -3.19 -0.79
N: 3.09 -1.77 -0.02
N: 3.20 -3.87 0.81
H: 2.22 -1.65 0.47
H: 3.42 -1.09 -0.67
H: 2.46 -3.53 1.40
H: 3.71 -4.72 0.93
C: 3.94 -0.91 3.61
O: 4.33 -2.04 3.32
N: 4.59 0.03 4.35
N: 2.64 -0.57 3.40
H: 5.53 -0.27 4.53
H: 4.21 0.93 4.58
H: 2.42 0.41 3.48
H: 2.00 -1.13 2.87
C: -3.01 -1.56 -2.38
O: -2.10 -2.36 -2.21
N: -3.80 -1.47 -3.50
N: -3.35 -0.65 -1.44
H: -3.68 -2.18 -4.20
H: -4.46 -0.72 -3.54
H: -4.04 0.04 -1.66
H: -2.92 -0.63 -0.52
C: -4.04 -2.60 1.66
O: -4.16 -1.66 2.48
N: -2.97 -2.70 0.87
N: -4.95 -3.55 1.38
H: -2.94 -3.29 0.06
H: -2.23 -2.02 0.94
H: -4.87 -4.22 0.64
H: -5.72 -3.63 2.02
O: 2.65 3.49 -0.59
H: 3.52 3.81 -0.31
H: 2.49 3.93 -1.43
O: 0.04 -2.19 0.22
H: -0.52 -1.40 0.29
H: 0.29 -2.24 -0.72
O: 0.57 4.80 0.45
H: 1.27 4.16 0.23
H: 0.98 5.66 0.34

As for the orbital gap: 8.17 eV.


Entry 3:
The following is a DFT calculation (ωB97M-V/def2-TZVPD) of a cluster of 20 separate species, C10H54O20Si in total.

Geometry (Å):
C: -0.62 -4.19 3.26
C: -0.24 -4.18 1.72
O: -1.07 -3.29 0.96
Si: -0.66 -1.63 1.11
C: 0.85 -1.26 2.20
C: 1.65 -0.03 1.54
C: -2.16 -0.79 1.97
C: -2.05 0.67 2.14
C: -3.10 1.42 2.81
C: -4.26 0.67 3.28
C: -4.39 -0.77 3.12
C: -3.32 -1.51 2.45
H: -0.29 -3.28 3.81
H: -0.23 -5.14 3.72
H: -1.74 -4.29 3.29
H: 0.86 -4.05 1.54
H: -0.47 -5.22 1.35
H: -0.60 -1.07 -0.24
H: 1.54 -2.11 2.39
H: 0.47 -0.88 3.19
H: 1.16 0.95 1.82
H: 1.69 -0.11 0.43
H: 2.68 0.04 1.96
H: -1.14 1.24 1.80
H: -2.97 2.51 2.94
H: -5.06 1.23 3.81
H: -5.27 -1.33 3.51
H: -3.35 -2.61 2.32
O: 3.82 -1.03 -0.72
H: 3.33 -0.29 -1.10
H: 3.14 -1.67 -0.49
O: 4.24 1.68 -2.70
H: 4.61 1.01 -3.29
H: 5.01 2.04 -2.23
O: 5.24 -0.30 -5.16
H: 5.99 0.18 -5.52
H: 5.20 -1.10 -5.69
O: 3.25 -0.07 -7.33
H: 2.42 0.41 -7.42
H: 3.45 -0.01 -6.38
O: 4.98 0.96 1.37
H: 5.74 1.43 1.02
H: 4.95 0.15 0.85
O: -7.69 -0.07 1.50
H: -7.31 -0.74 0.91
H: -6.93 0.28 1.98
O: -1.08 0.24 5.65
H: -1.71 0.34 4.92
H: -1.23 1.02 6.19
O: -6.04 -0.14 6.19
H: -5.63 -0.64 5.47
H: -6.81 0.27 5.77
O: 0.60 1.70 -6.81
H: 0.49 2.35 -7.51
H: 0.14 2.08 -6.05
O: 6.27 3.03 -1.02
H: 7.21 3.10 -0.83
H: 5.83 3.30 -0.20
O: -7.53 -2.39 5.81
H: -7.17 -2.15 6.67
H: -8.28 -2.96 6.02
O: 7.15 -0.18 0.73
H: 7.30 -1.00 0.24
H: 7.00 -0.46 1.63
O: -7.17 2.87 0.12
H: -7.22 2.56 -0.79
H: -7.26 2.07 0.65
O: 1.63 1.43 -4.51
H: 2.01 0.76 -5.10
H: 2.39 1.79 -4.05
O: -1.95 2.54 -5.18
H: -2.70 3.04 -4.87
H: -1.92 1.77 -4.60
O: 7.68 -1.97 -5.28
H: 7.81 -2.78 -5.79
H: 7.54 -2.27 -4.38
O: -3.30 -1.48 -1.81
H: -2.92 -1.56 -0.93
H: -2.87 -2.18 -2.32
O: -3.75 2.38 -3.36
H: -4.51 2.89 -3.05
H: -3.73 1.61 -2.78
O: 4.37 4.75 0.52
H: 3.74 4.85 -0.21
H: 4.23 5.54 1.05

As for the orbital gap: 9.80 eV.


Entry 4:
The following is a DFT calculation (ωB97M-V/def2-TZVPD) of a structure of composition C10H6AuF5NO3S3.

Geometry (Å):
Au: 4.59 -6.61 11.91
F: 2.98 -7.70 18.55
C: 3.30 -7.90 17.31
C: 3.16 -6.88 16.40
F: 2.53 -5.70 16.71
C: 3.44 -7.17 15.10
F: 3.21 -6.23 14.20
C: 4.05 -8.37 14.70
S: 4.50 -8.58 13.08
C: 4.17 -9.38 15.71
F: 4.76 -10.55 15.36
C: 3.79 -9.18 16.97
F: 3.94 -10.05 17.90
C: 6.92 -9.12 9.03
S: 5.50 -8.37 9.69
O: 4.72 -9.42 10.25
O: 4.88 -7.49 8.72
O: 6.26 -7.53 10.86
H: 6.52 -9.66 8.14
H: 7.23 -9.74 9.82
H: 7.74 -8.42 8.51
S: 4.43 -2.30 10.41
C: 4.19 -3.36 9.11
C: 4.28 -4.62 9.54
N: 4.56 -4.76 10.90
C: 4.55 -3.56 11.46
H: 4.31 -3.15 8.06
H: 4.24 -5.52 8.98
H: 4.66 -3.30 12.55

Its total charge is +1. As for the orbital gap (spin up / spin down): 9.75 / 6.64 eV. The spin multiplicity is 3.


no.,M (g mol⁻¹),electronic energy (hartree)
1,359.1,-1282.739242
2,540.5,-2007.702507
3,522.6,-2207.684595
4,576.3,-2494.339170